# 1
C5H13NO | ωB97M-V/def2-TZVPD

Properties
HOMO-LUMO gap: 8.9 eV
Max |F|: 1.18 eV/A
SMILES: CC/C=C/NC.O
E: -8932.438 eV
HOMO: -8.14 eV

Last column: Mulliken charge in e.
Geometry (Å):
C  -1.401545  -1.364088  1.796718  -1.00
C  0.119676  -1.507735  1.713609  -0.65
C  0.764981  -0.213213  1.259273  -0.52
C  0.842407  0.241463  0.017573  0.12
N  1.377851  1.429256  -0.457642  -0.31
C  0.425643  2.248733  -1.200535  -0.63
H  -1.791977  -0.965302  0.863199  0.29
H  -1.899083  -2.338487  1.883551  0.31
H  -1.696748  -0.709535  2.615274  0.31
H  0.400890  -2.307528  1.031542  0.30
H  0.524893  -1.766410  2.686293  0.32
H  1.234480  0.333101  2.070426  0.25
H  0.415936  -0.422762  -0.731771  0.27
H  1.794062  1.952231  0.302006  0.26
H  -0.122367  1.625314  -1.901571  0.07
H  0.935764  3.056090  -1.709852  0.30
H  -0.318658  2.713931  -0.534984  0.30
H  -0.513491  -1.420702  -3.473569  0.32
H  -0.765158  -0.115293  -2.724437  0.29
O  -0.327563  -0.469070  -3.505106  -0.63

Cartesian forces, eV/Å:
C -0.1 -0.6 -0.3
C 0.0 0.5 -0.6
C 0.5 0.0 1.0
C -0.7 -0.9 0.0
N 0.2 0.2 0.0
C -0.2 0.2 0.6
H 0.0 0.3 -0.1
H 0.1 0.1 0.4
H -0.1 0.0 0.0
H -0.1 -0.2 -0.1
H 0.0 -0.1 0.1
H -0.1 0.4 0.0
H 0.0 0.3 -0.4
H 0.0 0.1 -0.1
H 0.2 0.1 -0.2
H 0.1 0.0 -0.3
H 0.0 -0.1 -0.1
H 0.1 0.4 -0.1
H 0.0 0.0 0.0
O -0.1 -0.4 0.1

=====

# 2
C35H95N9O15 | ωB97M-V/def2-TZVPD

Properties
HOMO-LUMO gap: 9.0 eV
Max |F|: 3.28 eV/A
SMILES: COCCNCCOC.COCCNCCOC.COCCNCCOC.COCCNCCOC.COCCNCCOC.NC(N)=O.NC(N)=O.CO.CO.CO
E: -81951.164 eV
HOMO: -8.49 eV

Last column: Mulliken charge in e.
Geometry (Å):
C  -2.340017  -5.606256  -1.220660  -0.39
O  -3.509916  -5.336547  -1.950775  -0.61
H  -2.166486  -4.821813  -0.452694  0.03
H  -2.536834  -6.597780  -0.748419  0.32
H  -1.490436  -5.875660  -1.845991  0.25
H  -3.435667  -4.530477  -2.416409  0.42
C  -3.319055  -3.216540  2.521339  -0.83
O  -2.985656  -1.906844  2.192764  -0.24
H  -4.205064  -3.235113  3.134455  0.36
H  -3.382960  -3.802767  1.628793  0.29
H  -2.513242  -3.760416  3.055536  0.25
H  -3.169917  -1.303966  2.961193  0.27
C  0.550806  1.034634  -1.665274  -1.27
O  1.746377  0.243494  -1.771129  -0.58
H  0.311878  1.322712  -2.692081  0.56
H  -0.206030  0.346879  -1.287133  0.48
H  0.638101  1.944023  -1.101181  0.58
H  1.518019  -0.647950  -2.112444  0.19
C  0.334949  -2.925062  -3.430884  0.45
O  0.379490  -2.614471  -2.259767  -0.75
N  1.381882  -3.300579  -4.186991  -0.47
N  -0.832806  -2.985763  -4.092009  -0.42
H  2.361879  -3.258114  -3.840448  0.28
H  1.189647  -3.214004  -5.174826  0.18
H  -1.630199  -2.727482  -3.482109  0.26
H  -0.987263  -3.704295  -4.781421  0.22
C  -3.067105  -2.168600  -1.461191  0.03
O  -2.974310  -2.625974  -2.605412  -0.92
N  -2.027335  -1.909976  -0.648694  1.59
N  -4.330005  -1.942507  -0.921242  0.03
H  -2.179584  -1.791787  0.319799  -0.58
H  -1.186130  -2.169257  -1.137569  -0.29
H  -5.126307  -2.420768  -1.308686  0.28
H  -4.420479  -1.855758  0.089145  0.09
C  -4.568791  5.321088  -6.000001  -0.75
O  -4.792520  4.499947  -4.901763  -0.30
C  -4.004751  3.307917  -5.038297  -0.84
C  -4.049207  2.522251  -3.715445  -0.23
N  -3.301031  3.155365  -2.654111  -0.24
C  -2.823950  2.231987  -1.589524  -1.20
C  -3.769467  1.168484  -0.904131  1.12
O  -4.896634  1.809385  -0.299784  -0.46
C  -5.790858  0.844620  0.275082  -0.57
H  -5.258090  6.159450  -5.847485  0.24
H  -4.786733  4.763576  -6.910566  0.29
H  -3.525481  5.623294  -6.007487  0.31
H  -2.980986  3.545818  -5.206331  0.36
H  -4.264581  2.660593  -5.861080  0.45
H  -3.510122  1.580999  -3.981909  0.30
H  -5.162779  2.183011  -3.557532  0.16
H  -3.919530  3.836555  -2.223408  0.31
H  -2.423528  2.918837  -0.859632  0.50
H  -1.862477  1.791594  -1.957226  0.03
H  -3.280518  0.508400  -0.184636  -0.42
H  -4.087752  0.405813  -1.695195  0.25
H  -6.618857  1.445005  0.665687  0.32
H  -5.322180  0.289492  1.116756  0.05
H  -6.192674  0.207710  -0.521027  0.30
C  1.186607  -7.230042  0.107915  -0.71
O  2.351966  -7.550131  0.848923  -0.39
C  2.339312  -6.922858  2.140744  -0.58
C  2.989035  -5.499152  1.974399  -0.51
N  4.387654  -5.621008  1.629069  -0.45
C  4.970750  -4.276322  1.507037  -0.33
C  6.328096  -4.374932  0.886386  -0.69
O  6.168517  -4.876492  -0.441756  -0.27
C  7.376369  -4.870046  -1.190937  -0.71
H  1.417110  -7.515065  -0.959926  0.32
H  0.986798  -6.201334  0.095143  0.25
H  0.334171  -7.875674  0.349790  0.31
H  2.899552  -7.548018  2.800947  0.33
H  1.289853  -6.893474  2.508407  0.33
H  2.970043  -4.862858  2.807985  0.52
H  2.436842  -4.906900  1.227530  0.16
H  4.409103  -6.114935  0.737064  0.34
H  4.940082  -3.828217  2.511288  0.35
H  4.316827  -3.625644  0.870088  0.14
H  6.935559  -5.084778  1.420034  0.37
H  6.901856  -3.436802  0.767921  0.45
H  8.154631  -5.396321  -0.635664  0.30
H  7.707830  -3.788307  -1.386152  0.26
H  7.265781  -5.314210  -2.188279  0.23
C  -2.638521  7.018894  3.220363  -0.76
O  -2.813617  5.739940  3.818420  -0.32
C  -1.570503  5.075714  3.838518  -0.72
C  -1.654616  3.964667  4.903669  -0.35
N  -2.814371  3.056708  4.651217  -0.24
C  -3.018161  2.474774  3.326983  -1.52
C  -2.234172  1.171713  3.058167  1.93
O  -2.637322  0.200513  3.989378  -0.58
C  -1.671100  -0.153139  5.064346  -0.57
H  -2.014484  7.734725  3.785106  0.29
H  -3.638312  7.459215  3.249601  0.28
H  -2.172070  6.953853  2.188063  0.27
H  -0.837310  5.717970  4.223823  0.68
H  -1.267172  4.682995  2.843618  0.27
H  -1.840821  4.372238  5.905065  0.46
H  -0.635481  3.452398  4.860461  -0.17
H  -3.606734  3.641152  4.908427  0.34
H  -3.009572  3.176171  2.434554  0.32
H  -3.999972  2.110527  3.359716  0.56
H  -1.125625  1.319799  3.138583  -0.24
H  -2.404756  0.937291  1.959597  -0.85
H  -0.690867  -0.170574  4.560814  0.08
H  -1.900385  -1.111594  5.484757  0.39
H  -1.751532  0.588463  5.895355  0.29
C  0.273143  -2.170444  1.757676  0.21
O  1.279025  -1.315739  2.277959  -0.41
C  1.380932  -0.066545  1.674717  0.25
C  2.454349  0.731947  2.474425  -1.13
N  1.895941  0.856716  3.803398  0.30
C  2.673598  1.396907  4.892115  -1.02
C  1.968481  1.256466  6.195825  -0.24
O  1.901997  -0.123525  6.453695  -0.38
C  1.096137  -0.541096  7.559624  -0.72
H  0.285132  -2.091536  0.660325  -0.07
H  -0.718827  -1.981242  2.191117  -0.10
H  0.601470  -3.184692  2.162779  0.10
H  0.440024  0.439289  1.769146  -0.33
H  1.684822  -0.067541  0.634047  0.56
H  2.614624  1.755971  2.098166  0.32
H  3.403774  0.213466  2.320978  0.40
H  1.450580  -0.003731  4.090516  0.04
H  2.880105  2.457884  4.758592  0.41
H  3.613042  0.969609  5.105620  0.38
H  0.937963  1.729398  6.217438  0.18
H  2.574378  1.787961  6.998538  0.40
H  0.187557  -1.054101  7.223230  0.15
H  0.802397  0.299074  8.163504  0.37
H  1.672957  -1.242046  8.150036  0.29
C  2.772054  4.667235  -0.367191  -0.73
O  2.736125  3.805836  -1.472157  -0.11
C  3.599814  4.092472  -2.553183  -0.98
C  3.353532  3.025745  -3.597676  -0.16
N  2.002658  3.209120  -4.109798  -0.26
C  1.635377  2.457277  -5.246687  -0.03
C  2.013454  3.132785  -6.474715  -1.10
O  3.385631  3.287071  -6.735064  -0.32
C  3.910926  2.274798  -7.525205  -0.69
H  2.122908  4.167309  0.336612  0.10
H  2.375846  5.647256  -0.690781  0.34
H  3.830850  4.853713  0.003120  0.27
H  4.638401  4.100021  -2.227364  0.42
H  3.416690  5.073117  -2.886587  0.44
H  3.447408  2.057775  -3.149283  0.16
H  4.061904  3.134244  -4.449598  0.39
H  1.323067  2.972817  -3.371573  0.17
H  0.533488  2.425392  -5.218526  0.38
H  2.008835  1.373225  -5.293203  0.09
H  1.553566  4.150491  -6.454013  0.30
H  1.615024  2.737925  -7.370915  0.60
H  4.864963  2.630144  -7.855953  0.25
H  3.249079  2.100171  -8.442373  0.27
H  3.881202  1.354314  -6.986443  0.30

Cartesian forces, eV/Å:
C -0.6 -1.2 0.7
O -0.5 -1.5 0.5
H 0.4 -0.5 -0.5
H 0.0 0.9 0.3
H 0.4 0.8 -0.2
H 0.4 1.6 -0.8
C 0.9 -0.9 0.8
O -0.2 1.4 0.2
H -0.5 -0.4 0.0
H -0.7 -0.2 -0.8
H -0.1 0.5 0.2
H 0.5 -0.3 -0.7
C 0.2 -1.9 -1.5
O 0.4 0.1 0.2
H -0.6 0.1 0.0
H -0.5 0.5 0.2
H 0.6 0.1 0.6
H -0.2 0.7 0.4
C -0.5 -0.9 -0.7
O 0.7 1.0 1.8
N 2.1 -0.1 -0.3
N -1.1 0.4 -0.1
H -1.5 0.1 -0.4
H 0.6 -0.1 0.1
H 0.1 -0.4 -0.6
H 0.1 0.2 0.0
C -2.0 -0.5 1.1
O -0.2 0.5 0.1
N -0.6 -0.1 -2.2
N 0.3 -0.2 0.7
H 0.2 0.2 1.1
H 1.1 0.0 0.6
H 0.3 -0.1 -0.5
H 0.4 0.1 -0.3
C -0.5 0.3 0.2
O 0.5 -1.7 0.2
C -0.6 0.2 2.1
C -0.9 -1.7 -1.7
N -1.2 -0.7 0.8
C 0.7 0.0 0.1
C -0.3 0.0 -2.1
O 0.5 -0.8 0.0
C 0.1 1.1 -0.2
H 0.4 0.1 -0.5
H -0.1 0.2 -0.4
H 0.2 0.4 -0.2
H 1.1 0.7 -0.1
H -0.9 -0.1 -0.5
H -0.3 0.4 0.3
H 1.8 0.8 0.3
H 0.2 0.1 0.0
H -0.2 0.2 0.8
H -1.1 -0.4 0.1
H 0.5 0.4 0.3
H 0.0 1.2 0.7
H 0.1 -0.2 0.1
H -0.1 0.1 -0.6
H 0.2 -0.3 0.3
C 1.1 -2.4 -2.0
O -0.4 0.1 0.5
C -0.5 1.5 -0.9
C -0.5 -1.4 -0.7
N 0.0 0.0 -0.4
C -1.1 0.0 -0.4
C 0.7 0.3 -1.1
O -0.1 -0.3 -0.8
C 0.1 1.6 0.1
H -0.1 0.4 0.9
H -0.6 1.5 0.3
H -0.1 0.4 0.5
H 0.6 -0.3 0.4
H 0.5 0.3 -0.1
H -0.4 0.5 1.8
H -0.2 -0.3 -0.3
H 0.4 0.2 0.1
H 0.5 0.0 -0.3
H 0.4 -0.2 0.2
H 0.4 -0.3 0.6
H -0.5 0.0 0.6
H 0.2 0.0 -0.1
H -0.2 -1.3 0.4
H -0.4 -0.1 0.5
C -0.3 0.3 -0.5
O 0.8 0.7 -0.6
C -0.8 -1.6 0.9
C 0.2 -1.1 -1.6
N 0.9 0.5 0.4
C 1.0 0.5 -0.4
C 1.5 1.7 -0.4
O 0.0 -1.5 0.9
C -0.4 1.8 -1.3
H 0.1 -0.6 0.2
H 0.1 0.0 -0.7
H -0.8 0.0 0.9
H 1.4 1.3 0.1
H -0.3 0.2 0.4
H 0.3 0.1 -0.3
H -1.4 0.2 0.3
H -0.1 -0.5 -0.3
H 0.4 -0.5 0.9
H -1.8 -0.4 -0.1
H -0.7 0.0 0.0
H -0.2 -0.5 1.3
H -0.1 0.0 0.7
H -0.4 -0.6 -0.2
H 0.3 -0.3 -0.8
C 1.0 -1.0 0.9
O 0.2 -0.6 0.3
C 1.2 1.4 0.3
C -1.2 0.1 -0.4
N 0.1 0.0 0.6
C -0.9 1.1 -0.2
C -0.9 1.0 1.5
O -0.5 -0.7 0.4
C 0.3 0.0 -0.8
H -0.2 -0.5 0.2
H 0.2 0.3 -0.3
H -0.6 1.0 -1.1
H -0.7 0.6 -0.1
H 0.0 -0.5 -0.4
H -0.3 -0.3 -0.3
H 0.2 -0.3 0.6
H 0.3 -0.2 0.0
H -0.1 0.3 -0.3
H 1.6 -1.0 -0.4
H 0.9 -0.5 -0.2
H -0.6 -0.5 -0.7
H 0.1 0.1 -0.2
H -0.1 0.4 0.4
H 0.1 -0.1 0.2
C 1.0 0.7 -0.9
O 0.1 -0.8 -0.1
C 0.4 -1.1 0.8
C 0.0 1.2 -0.9
N -0.6 0.1 1.6
C -0.6 -2.4 0.1
C -0.2 2.7 -1.5
O 0.2 0.9 0.6
C -1.6 0.2 -1.5
H 0.1 0.3 0.6
H -0.1 -0.1 0.5
H -1.1 -0.5 -0.1
H 0.4 -0.3 0.2
H -0.5 1.4 -0.9
H 0.4 -0.8 0.4
H -0.4 0.0 0.7
H 0.8 0.5 -0.3
H 0.3 -0.3 -0.3
H -0.3 1.0 0.4
H 0.6 -0.4 0.2
H -0.9 -1.1 -0.9
H 0.7 -0.4 -0.1
H 0.8 0.3 0.8
H 0.7 -1.0 0.3

=====

# 3
C8H24FNaO4S4 | ωB97M-V/def2-TZVPD

Properties
HOMO-LUMO gap: 7.8 eV
Max |F|: 1.42 eV/A
E: -67348.653 eV
HOMO: -7.65 eV

Last column: Mulliken charge in e.
Geometry (Å):
Na  0.683404  -0.082810  -0.723061  0.91
F  1.901903  1.790580  -1.372295  -0.91
C  -1.946311  2.260720  -1.133135  -0.80
S  -1.624373  1.759926  -2.845106  0.37
O  -0.689722  0.602394  -2.759392  -0.49
C  -3.270356  1.056870  -3.176427  -0.94
H  -2.439941  1.424296  -0.644718  0.26
H  -2.595903  3.141363  -1.111332  0.53
H  -0.994930  2.601324  -0.731943  0.14
H  -3.443731  0.167210  -2.568029  0.23
H  -3.351051  0.750994  -4.218322  0.35
H  -4.050629  1.792486  -2.973385  0.38
C  -2.247200  1.359276  2.837227  -0.93
S  -0.604824  0.678934  2.463349  0.46
O  -0.790584  -0.104878  1.194413  -0.49
C  0.191348  2.276102  2.061432  -0.65
H  -2.384149  1.779206  3.828612  0.36
H  -2.880311  0.491660  2.644900  0.34
H  -2.507977  2.106698  2.085410  0.23
H  -0.453405  2.813842  1.366866  0.20
H  1.131390  2.051182  1.561342  0.16
H  0.309303  2.857876  2.972910  0.40
C  4.619323  0.439107  0.271822  -1.07
S  3.291048  0.449386  1.529939  0.58
O  2.233167  -0.489551  1.028254  -0.57
C  4.256229  -0.456482  2.768132  -1.08
H  4.404705  1.071379  -0.587371  0.30
H  4.777449  -0.585037  -0.059685  0.31
H  5.502778  0.852687  0.764697  0.43
H  5.073344  0.183041  3.097669  0.41
H  4.663685  -1.386785  2.369981  0.31
H  3.585245  -0.725823  3.582419  0.31
C  -1.603479  -2.525657  -2.431905  -0.62
S  -0.141094  -3.420922  -1.780857  0.34
O  0.729396  -2.331072  -1.224652  -0.54
C  -0.880325  -4.258689  -0.355124  -0.85
H  -1.735054  -1.712009  -1.721239  -0.04
H  -2.451636  -3.199661  -2.500287  0.45
H  -1.212507  -2.126613  -3.362905  0.33
H  -0.188830  -5.018334  0.008683  0.32
H  -1.801850  -4.785826  -0.608568  0.37
H  -1.063546  -3.548383  0.451701  0.21

Cartesian forces, eV/Å:
Na 0.6 0.5 -0.3
F -0.3 -0.4 0.7
C -0.4 0.5 -0.6
S 0.0 -0.1 0.0
O -0.4 -0.2 0.1
C -0.2 0.0 0.1
H 0.4 0.0 0.4
H -0.2 -0.1 -0.2
H 0.2 -0.5 0.1
H 0.2 0.1 0.2
H 0.3 0.2 -0.1
H 0.1 0.1 0.0
C -0.1 -0.3 -0.9
S 0.3 0.4 0.0
O -0.2 0.6 0.2
C -0.5 -0.5 -0.4
H 0.2 -0.2 0.2
H -0.2 0.1 0.4
H 0.1 0.0 0.0
H 0.0 0.0 0.0
H 0.1 0.1 0.1
H 0.1 -0.1 0.1
C 0.1 0.4 0.4
S 0.5 -0.5 -1.1
O 0.2 0.2 0.5
C -0.1 -0.3 -0.1
H -0.7 0.0 0.1
H 0.0 -0.1 0.2
H 0.1 -0.2 0.0
H -0.1 0.1 0.2
H -0.1 0.1 -0.3
H 0.0 0.3 0.1
C 1.1 -0.4 0.8
S -0.1 0.4 0.2
O -0.3 -0.5 -0.2
C -0.2 -0.1 0.2
H -0.3 0.0 0.0
H -0.1 0.1 -0.3
H -0.5 0.1 -0.2
H 0.2 0.2 -0.1
H 0.0 0.2 -0.2
H 0.0 0.2 -0.2

=====

Question: Which value of max |F| does entry 3 give?
Answer: 1.42 eV/A

=====

Question: Among the records above, which one has the highest HOMO?
Answer: C8H24FNaO4S4